Entry from OMol25: a structure of composition C5H4NO in a non-equilibrium geometry (ωB97M-V with the def2-TZVPD basis set).

Element x y z (Å)
O: -1.70 -0.22 0.48
N: -0.95 -0.73 -0.64
C: 0.25 -1.22 -0.03
C: 0.41 1.03 0.31
C: -1.05 0.92 0.25
C: 0.87 -0.33 0.75
C: -0.45 0.64 -0.98
H: 0.25 -2.33 -0.16
H: 1.72 -0.48 1.51
H: 1.14 1.70 0.52
H: -0.49 1.02 -2.01

The energy above the lowest of the compared OMol25 structures with the same formula, charge and spin is 6.3069 eV. As for the charge: +1. The value obtained for the maximum force is 4.62 eV/A. The value obtained for the HOMO energy (spin up / spin down) is -15.66 / -15.66 eV. The orbital gap (spin up / spin down) is 8.0 / 8.0 eV.

Entry from OMol25: an isolated molecule of CH3Cl4NP2 in a non-equilibrium geometry (ωB97M-V with the def2-TZVPD basis set).

Element x y z (Å)
Cl: -1.62 -1.70 3.02
Cl: -2.57 0.79 1.30
Cl: -0.09 -2.76 -1.06
Cl: 2.62 -1.79 -0.04
P: 0.48 -1.11 -0.17
P: -1.74 -1.05 1.05
N: 0.37 0.15 -1.05
C: 0.58 1.54 -0.82
H: 1.58 1.79 -0.35
H: -0.24 1.97 -0.23
H: 0.64 2.18 -1.65

Its spin multiplicity is 3. As for the charge: 0. The value obtained for the maximum force is 3.85 eV/A. The value obtained for the HOMO energy (spin up / spin down) is -7.60 / -9.90 eV. The orbital gap (spin up / spin down) is 7.6 / 6.7 eV. The expectation value of S² is 2.019.

Entry from OMol25: a structure of composition C18H20N7S2W in a non-equilibrium geometry (ωB97M-V with the def2-TZVPD basis set).

Element x y z (Å)
W: -0.23 0.40 0.46
S: -4.97 -0.11 0.64
S: -0.11 0.69 5.07
N: -0.51 0.74 2.49
N: -2.41 0.00 0.85
N: 1.60 1.70 3.28
N: 1.62 0.36 -0.38
N: -0.32 -1.84 0.24
N: -3.14 -0.54 -1.40
N: -0.27 2.04 -0.52
C: -3.35 -0.29 -0.05
C: 0.96 4.04 -0.59
C: 0.47 1.04 3.43
C: 2.08 -1.79 -1.72
C: 2.76 -3.02 -1.70
C: 1.05 2.60 -0.62
C: 1.77 -3.64 -3.83
C: -4.27 0.57 2.07
C: -2.94 0.40 2.06
C: 1.37 -1.49 -2.91
C: -1.78 0.68 4.39
C: 2.49 -3.97 -2.68
C: -1.83 0.74 3.03
C: -0.39 4.27 -0.27
C: 1.13 -2.38 -3.94
C: 2.11 1.61 -0.51
C: 2.43 -0.87 -0.59
C: -1.17 3.10 -0.30
H: -0.72 5.27 0.01
H: 0.12 -2.28 1.04
H: 2.16 1.89 4.13
H: 0.49 -2.03 -4.74
H: 2.72 -5.03 -2.50
H: 2.44 -1.46 0.35
H: 1.43 -4.44 -4.55
H: 1.74 4.78 -0.60
H: 0.83 -0.52 -2.82
H: 3.40 -3.20 -0.81
H: 3.20 1.71 -0.68
H: 3.50 -0.54 -0.65
H: -2.25 -0.83 -1.76
H: 0.17 -2.13 -0.57
H: -1.30 -2.31 0.10
H: -2.23 2.93 -0.17
H: -4.99 0.96 2.82
H: -3.98 -0.61 -1.98
H: 1.80 2.02 2.35
H: -2.70 0.75 5.03

Its spin multiplicity is 3. As for the charge: +3. The value obtained for the maximum force is 3.85 eV/A. The value obtained for the HOMO energy (spin up / spin down) is -16.97 / -16.97 eV. The orbital gap (spin up / spin down) is 5.9 / 6.1 eV. The expectation value of S² is 2.014.

Entry from OMol25: a cluster of 2 separate species, C9H16N2O2 in total in a non-equilibrium geometry (ωB97M-V with the def2-TZVPD basis set).

Element x y z (Å)
O: 0.37 0.52 2.38
O: 2.10 -2.23 -0.84
N: 2.73 -0.02 -0.98
N: 1.12 -0.78 0.63
C: -1.95 -1.32 -0.26
C: 2.43 1.23 -0.56
C: -1.60 1.31 -0.55
C: -2.36 2.65 -0.79
C: 1.09 0.44 1.35
C: 1.72 1.55 0.51
C: 2.01 -1.07 -0.44
C: -3.14 -2.28 0.18
C: -2.53 0.09 -0.29
H: 2.86 1.92 -1.19
H: -3.01 0.34 0.65
H: -0.90 1.19 -1.49
H: -3.91 -1.68 0.86
H: 3.33 -0.25 -1.72
H: -0.71 1.28 0.31
H: -1.09 -1.52 0.46
H: -1.88 3.74 -0.97
H: 0.63 -1.55 1.20
H: -3.84 -2.78 -0.61
H: 1.39 2.61 0.65
H: -3.03 2.66 0.23
H: -2.77 -3.33 0.69
H: -3.32 0.20 -1.12
H: -3.08 2.46 -1.58
H: -1.38 -1.65 -1.18

The energy above the lowest of the compared OMol25 structures with the same formula, charge and spin is 3.4237 eV. As for the charge: 0. The value obtained for the maximum force is 4.76 eV/A. The value obtained for the HOMO energy is -9.72 eV. As for the SMILES: O=c1cc[nH]c(=O)[nH]1.CCCCC. The orbital gap is 10.1 eV.

Entry from OMol25: an isolated molecule of C4H7NOS2 in a non-equilibrium geometry (ωB97M-V with the def2-TZVPD basis set).

Element x y z (Å)
S: -1.32 2.33 0.87
S: 1.08 -1.23 -1.53
O: -0.36 -0.78 1.18
N: -0.99 -1.60 0.28
C: -0.51 -1.79 -0.87
C: 0.60 0.27 0.73
C: 1.70 -0.42 -0.05
C: -0.16 1.37 -0.07
H: -0.48 2.81 1.81
H: 0.52 2.03 -0.59
H: -1.18 -2.38 -1.56
H: 1.00 0.65 1.65
H: -0.76 0.90 -0.85
H: 2.44 0.30 -0.42
H: 2.20 -1.13 0.59

The energy above the lowest of the compared OMol25 structures with the same formula, charge and spin is 2.4743 eV. As for the charge: 0. The value obtained for the maximum force is 2.56 eV/A. The value obtained for the HOMO energy is -8.99 eV. As for the SMILES: SC[C@@H]1CSC=NO1. The orbital gap is 9.6 eV.

Entry from OMol25: a cluster of 2 separate species, C12H18F2O8S in total in a non-equilibrium geometry (ωB97M-V with the def2-TZVPD basis set).

Element x y z (Å)
S: 2.18 -2.45 -0.55
F: 2.10 -0.34 -3.25
F: -0.42 2.75 -0.85
O: 0.56 -0.65 3.00
O: -2.34 -0.09 -0.89
O: 3.29 -1.47 -0.01
O: -1.39 0.61 -3.18
O: -1.82 -2.40 -3.01
O: -2.17 -3.30 -2.12
O: -1.54 0.25 3.07
O: 2.65 -2.98 -1.92
C: -2.12 1.41 3.66
C: -1.24 1.75 4.83
C: 0.01 -0.91 -1.88
C: 0.96 0.27 -2.50
C: 0.46 -1.71 -0.52
C: 0.76 1.98 -0.34
C: 0.12 1.30 4.36
C: -1.44 -0.09 -1.88
C: -0.22 0.18 3.42
C: 1.71 1.34 -1.51
C: -0.36 -2.14 -2.96
C: -0.03 1.06 -3.55
H: -2.52 -2.74 -1.34
H: 2.09 2.23 -2.21
H: 1.43 2.78 0.24
H: -1.28 2.80 5.12
H: 0.64 2.09 3.81
H: 2.65 0.84 -1.02
H: -1.54 1.15 5.70
H: -0.28 -2.61 -0.26
H: 0.41 0.74 -4.60
H: 0.39 1.22 0.47
H: -2.14 2.21 2.91
H: -3.15 1.19 3.97
H: 0.74 0.94 5.19
H: 0.19 2.22 -3.41
H: 2.20 -3.55 0.36
H: 0.36 -0.97 0.39
H: 0.16 -3.16 -2.69
H: -0.07 -1.76 -4.05

The energy above the lowest of the compared OMol25 structures with the same formula, charge and spin is 6.6345 eV. As for the charge: 0. The value obtained for the maximum force is 9.03 eV/A. The value obtained for the HOMO energy is -10.32 eV. As for the SMILES: O=C1OC[C@@](F)(CCF)[C@@]1(COO)C[SH](=O)=O.O=C1CCCO1. The orbital gap is 10.5 eV.

Entry from OMol25: a structure of composition C15H29FO7Ti in a non-equilibrium geometry (ωB97M-V with the def2-TZVPD basis set).

Element x y z (Å)
Ti: -0.34 -24.09 8.07
F: -1.57 -22.43 6.96
O: 0.32 -24.87 5.60
O: 1.96 -23.23 8.32
O: 4.31 -20.32 7.44
O: -1.99 -23.61 9.65
O: 2.10 -20.36 7.92
O: 0.03 -26.28 8.29
O: 3.52 -19.26 9.22
C: 0.59 -28.44 9.18
C: -1.62 -24.00 10.94
C: 0.39 -20.73 9.63
C: 4.21 -23.94 8.79
C: 0.21 -27.46 8.09
C: -0.06 -28.08 6.76
C: 1.51 -22.81 5.36
C: 1.25 -19.72 8.88
C: 2.80 -23.72 9.19
C: -2.77 -24.48 11.83
C: 3.37 -20.04 8.11
C: 0.41 -23.78 5.06
C: 2.25 -18.98 9.79
C: -0.61 -23.33 4.03
C: 2.29 -24.20 10.53
H: -3.62 -23.80 11.87
H: -0.32 -22.40 3.54
H: 1.17 -22.11 6.13
H: 2.89 -23.88 11.39
H: 0.82 -27.88 10.08
H: 1.24 -23.96 10.66
H: -1.17 -23.12 11.43
H: -0.40 -27.32 6.05
H: -0.72 -24.15 3.32
H: 2.35 -25.31 10.58
H: 4.28 -25.00 8.43
H: 4.90 -23.94 9.63
H: -0.93 -28.74 6.81
H: 2.14 -17.90 9.83
H: 0.60 -19.10 8.27
H: -3.13 -25.46 11.48
H: 0.94 -21.59 10.02
H: 2.36 -23.32 5.82
H: -2.42 -24.63 12.85
H: 0.85 -28.48 6.33
H: -1.57 -23.13 4.51
H: 1.45 -29.02 8.85
H: 4.56 -23.26 8.01
H: 2.21 -19.40 10.80
H: 1.92 -22.35 4.47
H: -0.24 -29.12 9.39
H: -0.26 -20.25 10.36
H: -0.30 -21.23 8.94
H: -0.81 -24.75 10.94

Its spin multiplicity is 4. The energy above the lowest of the compared OMol25 structures with the same formula, charge and spin is 0.0000 eV. As for the charge: -1. The value obtained for the maximum force is 2.49 eV/A. The value obtained for the HOMO energy (spin up / spin down) is -1.13 / -4.49 eV. The orbital gap (spin up / spin down) is 3.7 / 7.0 eV. The expectation value of S² is 3.757.

Entry from OMol25: the ion C3H3N2S2 with charge -1 in a non-equilibrium geometry (ωB97M-V with the def2-TZVPD basis set).

Element x y z (Å)
S: 1.91 2.48 -0.06
S: 1.99 -2.12 0.19
N: -1.17 0.04 0.18
N: -0.10 0.95 0.58
C: 0.57 -1.51 -0.19
C: -0.66 -1.18 -0.38
C: 0.73 1.36 -0.42
H: 0.00 1.36 1.53
H: -1.35 -1.79 -0.97
H: -1.92 0.42 -0.44

The energy above the lowest of the compared OMol25 structures with the same formula, charge and spin is 3.8118 eV. As for the charge: -1. The value obtained for the maximum force is 2.66 eV/A. The value obtained for the HOMO energy (spin up / spin down) is -2.07 / -2.07 eV. The orbital gap (spin up / spin down) is 5.2 / 5.2 eV.